A cluster of 4 separate species, C3H13O3S in total, computed with ωB97M-V/def2-TZVPD.

Charge: -1
Gap between HOMO and LUMO in eV: 5.99
ΔE to the lowest compared entry with this formula, charge and spin in kJ/mol: 98.8
LUMO in Eh: 0.1111

The geometry in XYZ format:
```
20
C3H13O3S ωB97M-V/def2-TZVPD
C 2.11 -1.39 -0.98
C 1.97 -1.31 0.53
C 0.63 -0.76 1.04
S -0.81 -1.74 0.36
H 1.37 -1.98 -1.51
H 3.11 -1.72 -1.26
H 2.05 -0.36 -1.35
H 2.00 -2.28 1.00
H 2.78 -0.65 0.86
H 0.33 0.29 0.99
H 0.62 -0.92 2.13
H 0.30 4.61 0.34
H -0.09 6.09 0.38
O 0.52 5.47 -0.03
H -3.57 -1.69 -0.78
H -3.21 -1.64 -2.25
O -3.81 -2.08 -1.63
H -2.24 0.41 1.41
H -1.69 0.62 0.08
O -2.36 1.01 0.66
```